Entry 1:
{"formula": "C28H61F9N3O11S9", "method": "ωB97M-V/def2-TZVPD", "species": ["S", "S", "S", "S", "S", "S", "S", "S", "S", "F", "F", "F", "F", "F", "F", "F", "F", "F", "O", "O", "O", "O", "O", "O", "O", "O", "O", "O", "O", "N", "N", "N", "C", "C", "C", "C", "C", "C", "C", "C", "C", "C", "C", "C", "C", "C", "C", "C", "C", "C", "C", "C", "C", "C", "C", "C", "C", "C", "C", "C", "H", "H", "H", "H", "H", "H", "H", "H", "H", "H", "H", "H", "H", "H", "H", "H", "H", "H", "H", "H", "H", "H", "H", "H", "H", "H", "H", "H", "H", "H", "H", "H", "H", "H", "H", "H", "H", "H", "H", "H", "H", "H", "H", "H", "H", "H", "H", "H", "H", "H", "H", "H", "H", "H", "H", "H", "H", "H", "H", "H", "H"], "positions_angstrom": [[4.139, -6.208, -1.082], [-1.048, 6.232, 5.563], [1.333, -0.009, -1.754], [-2.157, 6.476, 0.258], [-5.301, 5.383, 2.840], [1.657, 5.888, -3.701], [0.633, -6.958, -6.966], [-3.107, 0.470, 1.319], [1.563, 1.485, 4.762], [0.534, -2.592, 4.232], [2.507, -4.264, 3.819], [3.596, -3.258, 1.840], [1.874, -3.296, 0.561], [-0.065, -4.676, 4.292], [1.508, -5.277, 2.180], [-0.562, -2.410, 1.677], [2.034, -1.800, 2.141], [-1.862, -2.882, 3.346], [-2.827, 5.134, 0.192], [0.290, -6.567, -5.563], [-2.968, -0.789, 0.513], [3.310, -7.356, -0.633], [-0.621, 6.577, 4.177], [-0.209, -4.557, -4.211], [1.438, -0.965, -2.901], [0.870, 6.890, -2.940], [0.652, 1.743, 3.609], [1.791, -5.038, -3.304], [-5.946, 5.043, 4.139], [1.367, -4.363, -4.102], [-1.929, -4.314, -0.612], [-1.119, -3.336, -0.968], [2.647, -0.413, -0.614], [-4.573, 3.879, 2.193], [-1.505, 6.808, -1.376], [5.766, -6.405, -0.348], [0.303, -3.671, 3.468], [1.986, 1.566, -2.285], [-1.821, 7.692, 6.256], [-1.697, 0.538, 2.420], [4.667, -6.562, -2.763], [3.382, 6.383, -3.645], [-0.570, -3.412, -2.146], [-0.887, -3.391, 2.531], [-2.237, -5.349, -1.389], [1.444, 6.209, -5.453], [-1.676, -5.465, -2.633], [-2.496, -4.195, 0.740], [-0.800, -4.478, -3.037], [-0.572, 6.224, 1.053], [0.860, -8.737, -6.981], [2.841, 0.344, 4.206], [-2.539, 5.278, 5.327], [-2.620, 1.835, 0.264], [-0.900, -6.940, -7.892], [2.662, 2.894, 4.911], [1.632, -4.100, 2.810], [-1.490, -4.588, 1.837], [-6.603, 5.509, 1.614], [2.270, -3.078, 1.821], [-1.043, 8.438, 6.408], [-1.806, -0.277, 3.127], [-0.775, 0.417, 1.853], [3.789, -6.542, -3.403], [2.023, 2.238, -1.428], [-4.191, 4.073, 1.190], [3.475, 7.413, -3.988], [1.681, 7.252, -5.663], [-5.325, 3.089, 2.184], [3.308, 0.739, 3.303], [2.065, 3.751, 5.216], [-7.209, 6.378, 1.862], [-3.028, 5.069, 6.279], [-3.750, 3.601, 2.849], [-2.880, -3.182, 0.849], [-1.681, 1.481, 2.959], [0.989, -9.076, -8.008], [-0.897, 7.708, -1.350], [0.107, -2.617, -2.431], [3.718, 6.306, -2.613], [-2.591, 2.756, 0.847], [2.976, 1.448, -2.724], [0.001, 7.150, 1.019], [5.125, -7.550, -2.795], [0.405, 6.008, -5.705], [-0.760, 5.958, 2.090], [-0.033, 5.422, 0.546], [3.970, 5.714, -4.274], [-3.199, 5.845, 4.673], [1.756, -8.962, -6.407], [-6.154, 5.641, 0.630], [3.415, 2.683, 5.669], [2.095, 5.545, -6.022], [-2.569, 8.071, 5.561], [-0.741, -5.251, 1.410], [-2.924, -6.100, -1.035], [-2.342, 6.950, -2.057], [-2.278, 7.438, 7.212], [2.670, 0.332, 0.182], [-3.362, 1.933, -0.525], [-1.642, 1.622, -0.168], [-0.721, -7.333, -8.892], [2.385, -0.616, 4.001], [6.438, -5.647, -0.749], [-1.646, -7.539, -7.371], [-1.907, -6.294, -3.282], [-7.217, 4.609, 1.643], [1.296, 1.963, -3.027], [5.375, -5.799, -3.088], [-1.235, -5.907, -7.960], [-0.907, 5.961, -1.696], [-3.332, -4.884, 0.795], [2.415, -1.383, -0.186], [-0.004, -9.218, -6.524], [-2.260, 4.341, 4.851], [3.602, -0.440, -1.139], [-2.033, -5.157, 2.585], [5.664, -6.273, 0.726], [3.131, 3.094, 3.947], [6.142, -7.405, -0.564], [3.580, 0.231, 4.999]], "lowdin_charge": [0.770, 0.810, 0.822, 0.846, 0.785, 0.802, 0.835, 0.833, 0.833, 0.169, 0.171, 0.179, 0.148, 0.165, 0.170, 0.129, 0.155, 0.120, -0.585, -0.570, -0.585, -0.546, -0.567, -0.045, -0.566, -0.551, -0.557, 0.150, -0.551, 0.173, -0.078, 0.198, -0.251, -0.285, -0.284, -0.264, -0.366, -0.264, -0.262, -0.277, -0.266, -0.268, 0.014, -0.447, 0.026, -0.266, 0.087, -0.059, -0.280, -0.254, -0.265, -0.261, -0.263, -0.257, -0.264, -0.261, -0.343, -0.019, -0.258, -0.523, 0.051, 0.040, 0.048, 0.024, 0.059, 0.001, 0.061, 0.061, 0.065, 0.058, 0.049, 0.051, 0.066, 0.040, 0.116, 0.039, 0.058, 0.050, 0.094, 0.050, 0.016, 0.063, 0.065, 0.063, 0.052, 0.010, 0.059, 0.054, 0.027, 0.051, 0.055, 0.057, 0.055, 0.063, 0.133, 0.151, 0.056, 0.057, 0.061, 0.062, 0.051, 0.058, 0.015, 0.056, 0.060, 0.142, 0.059, 0.051, 0.060, 0.053, 0.032, 0.131, 0.011, 0.060, 0.045, 0.070, 0.141, 0.051, 0.060, 0.062, 0.061], "charge": 1, "homo_energy_ev": -9.74, "orbital_gap_ev": 6.294}

=====

Entry 2:
{"formula": "C28H62N4NbO6", "method": "ωB97M-V/def2-TZVPD", "species": ["Nb", "O", "O", "O", "O", "O", "O", "N", "N", "N", "N", "C", "C", "C", "C", "C", "C", "C", "C", "C", "C", "C", "C", "C", "C", "C", "C", "C", "C", "C", "C", "C", "C", "C", "C", "C", "C", "C", "C", "H", "H", "H", "H", "H", "H", "H", "H", "H", "H", "H", "H", "H", "H", "H", "H", "H", "H", "H", "H", "H", "H", "H", "H", "H", "H", "H", "H", "H", "H", "H", "H", "H", "H", "H", "H", "H", "H", "H", "H", "H", "H", "H", "H", "H", "H", "H", "H", "H", "H", "H", "H", "H", "H", "H", "H", "H", "H", "H", "H", "H", "H"], "positions_angstrom": [[-0.474, 1.703, 1.551], [4.727, -5.118, 6.627], [5.184, -2.444, 2.902], [-0.258, 0.571, -8.313], [-8.897, 2.748, 1.455], [-4.284, 2.727, 1.319], [1.459, -2.193, -5.097], [1.866, 0.654, -6.253], [-6.676, 4.718, 1.398], [-1.440, -2.365, 1.526], [3.209, -2.967, 5.256], [-4.524, 3.765, 0.402], [1.595, -0.096, -1.399], [3.307, -5.026, 6.565], [-7.586, 4.423, 0.303], [5.102, 0.088, 1.068], [0.971, 1.275, -8.436], [0.722, 2.039, -0.397], [0.403, -2.238, -6.033], [-5.279, 1.735, 1.425], [-1.412, -0.104, 0.505], [3.668, -1.042, -0.651], [3.883, 0.039, 0.195], [2.078, 0.569, -7.688], [-1.256, 1.260, -7.588], [2.679, -1.660, -5.577], [5.318, -4.328, 7.633], [1.766, 0.996, -0.528], [-1.818, -1.148, 1.464], [2.968, -2.299, 3.977], [-9.144, 2.772, 2.843], [3.801, -2.747, 2.787], [2.542, -1.096, -1.454], [2.782, -0.147, -5.445], [-8.946, 4.019, 0.822], [5.989, -3.400, 3.551], [2.923, 1.049, 0.239], [2.856, -4.377, 5.279], [-5.289, 4.939, 0.993], [1.226, 1.316, -9.500], [-1.458, 2.243, -8.026], [-3.535, 4.128, 0.111], [-9.328, 4.777, 1.514], [-0.986, 1.397, -6.536], [2.594, 0.103, -4.398], [-7.697, 5.322, -0.313], [3.032, 1.046, -7.933], [1.187, 3.023, -0.332], [-10.111, 3.236, 3.069], [3.444, -2.190, 1.917], [-7.225, 3.614, -0.348], [-0.229, -3.088, -5.771], [0.687, 2.875, 2.353], [6.080, -3.213, 4.626], [-4.740, 5.272, 1.876], [-1.448, 1.385, 3.092], [-2.523, -0.832, 2.233], [3.671, -3.813, 2.558], [0.863, 2.301, -8.071], [0.773, -2.375, -7.053], [-0.736, -0.546, -0.226], [5.724, 0.946, 0.812], [1.769, -4.467, 5.200], [-4.779, 0.804, 1.695], [-6.014, 1.956, 2.209], [3.805, 0.171, -5.671], [4.189, -2.875, 5.493], [2.118, -0.467, -8.058], [0.697, 0.452, 2.250], [-6.699, 3.948, 2.055], [-2.301, 0.336, 0.039], [4.389, -1.849, -0.675], [-5.809, 1.589, 0.478], [5.675, -0.828, 0.979], [0.702, -0.103, -2.008], [3.465, -2.094, -4.952], [2.907, -6.044, 6.613], [-1.711, 2.987, 1.072], [-8.363, 3.308, 3.394], [-5.271, 5.767, 0.275], [1.911, -2.407, 3.720], [6.989, -3.336, 3.117], [4.799, 0.198, 2.107], [6.383, -4.552, 7.634], [-9.163, 1.738, 3.182], [-2.162, 0.660, -7.642], [2.375, -1.938, -2.115], [0.918, 0.368, -6.048], [4.908, -4.566, 8.621], [2.924, -4.468, 7.425], [3.046, 1.884, 0.918], [5.608, -4.415, 3.405], [-0.767, -2.547, 0.779], [0.056, 2.031, -1.262], [3.299, -4.945, 4.447], [2.864, -2.006, -6.602], [-9.642, 3.943, -0.019], [-5.000, 3.371, -0.507], [3.144, -1.232, 4.121], [-0.222, -1.340, -6.004], [5.183, -3.256, 7.452]], "lowdin_charge": [1.142, -0.199, -0.201, -0.199, -0.195, -0.240, -0.181, -0.047, -0.053, 0.027, -0.049, -0.255, -0.091, -0.221, -0.226, -0.060, -0.224, -0.356, -0.104, -0.103, -0.363, -0.089, -0.289, -0.225, -0.119, -0.227, -0.128, -0.364, -0.447, -0.185, -0.122, -0.207, -0.103, -0.190, -0.226, -0.108, -0.048, -0.222, -0.199, 0.118, 0.086, 0.090, 0.119, 0.084, 0.112, 0.121, 0.122, 0.028, 0.084, 0.108, 0.110, 0.087, -0.161, 0.072, 0.120, -0.166, 0.056, 0.114, 0.121, 0.086, 0.015, 0.077, 0.127, 0.081, 0.072, 0.119, 0.071, 0.108, -0.121, 0.074, 0.037, 0.100, 0.088, 0.061, 0.099, 0.120, 0.118, -0.132, 0.083, 0.114, 0.123, 0.084, 0.076, 0.084, 0.087, 0.087, 0.093, 0.073, 0.084, 0.120, 0.107, 0.087, 0.018, 0.032, 0.109, 0.108, 0.118, 0.111, 0.120, 0.073, 0.082], "charge": -1, "homo_energy_ev": -4.38, "orbital_gap_ev": 6.775}